[1]
A 2-piece molecular cluster, C5H11N2O overall at a distorted geometry, computed with ωB97M-V with the def2-TZVPD basis set.

The charge is +1. The gap between HOMO and LUMO (alpha / beta) is 0.335 / 0.335 Eh. For the energy above the lowest of the compared OMol25 structures with the same formula, charge and spin, the calculation gives 377.8 kJ/mol.

```
19
Properties=species:S:1:pos:R:3:forces:R:3
C -1.7746 -0.6219 0.6755 -0.75 1.72 1.45
C -0.3750 -0.3657 -0.9845 1.58 -3.83 3.06
C 0.2467 0.3026 0.2164 0.28 0.92 0.00
C 1.7048 -0.1905 0.3862 -1.69 1.50 1.05
C 0.1784 1.8230 0.1680 2.24 1.30 -2.38
N -0.7442 -0.0363 1.2440 -0.71 -2.08 -1.39
N -1.6636 -0.7248 -0.6322 1.81 0.73 0.06
O 0.5625 -2.2266 -1.0871 -4.80 2.48 3.21
H -2.7451 -0.6717 1.1598 0.24 -0.83 0.20
H -0.0559 -0.0026 -1.8628 0.33 0.95 -3.44
H 2.2565 0.4972 1.0819 -0.35 -1.05 -0.68
H 2.0489 -0.1826 -0.6237 0.96 0.05 -0.39
H 1.4896 -1.1933 0.6651 1.12 -0.96 0.56
H -0.7598 2.2965 0.1388 -1.67 0.03 0.05
H 0.6828 2.2336 -0.7875 -0.43 -0.81 1.45
H 0.7088 2.2767 0.9997 0.20 -0.22 0.17
H -0.6236 0.0327 2.2211 0.07 0.29 1.10
H -2.2966 -1.1636 -1.2322 -1.18 -0.77 -0.93
H 1.1593 -2.0826 -1.7463 2.76 0.59 -3.14
```
Positions in Å, forces in eV/Å.



[2]
One molecule with the formula C11H13ClNOP at a distorted geometry, computed with ωB97M-V with the def2-TZVPD basis set.

The gap between HOMO and LUMO (alpha / beta) is 0.210 / 0.209 Eh.

```
28
Properties=species:S:1:pos:R:3:forces:R:3
C -3.0129 -1.3483 1.0346 -1.41 -1.72 1.18
C -2.8676 -0.1508 0.4169 -0.28 1.81 0.47
C -1.9879 -2.2556 1.0467 0.16 -1.57 0.05
C -1.6360 0.2979 -0.0480 0.19 -1.71 -0.63
C -0.8633 -1.9625 0.3091 1.80 -1.99 0.99
C -0.6493 -0.6820 -0.1794 1.08 -1.47 -0.72
C 0.7686 1.9261 0.5353 -0.13 -0.71 2.93
C 2.2496 2.1635 0.8619 -0.41 0.90 0.43
C 1.2938 0.8301 -0.3853 -1.55 0.75 -1.22
C 0.7026 -0.4933 -0.7383 0.08 3.82 2.42
C 1.4455 -1.2375 -1.7090 1.38 -2.73 0.11
N 2.6086 0.9360 0.1514 2.38 -0.69 1.05
O 2.1382 -1.3014 1.3809 -2.48 -1.20 -0.72
P 3.2427 -0.3594 1.1314 2.10 1.86 0.57
Cl 4.4297 -1.1777 -0.4266 0.55 -0.51 -0.44
H -3.9831 -1.6147 1.5443 1.15 0.45 -0.69
H -3.7744 0.4061 0.5453 0.07 1.15 -0.60
H -2.0938 -3.2310 1.5639 0.15 0.79 -0.43
H -1.3314 1.2067 -0.4833 -0.72 1.39 -0.17
H 0.0107 -2.7090 0.3330 -1.50 1.27 -0.26
H 0.2809 1.5400 1.4857 0.07 0.48 -1.35
H 0.3917 2.8712 0.1933 -1.18 -0.15 -0.60
H 2.5086 3.1338 0.3143 0.66 -1.25 1.18
H 2.4200 2.0718 1.9663 0.51 0.80 -1.09
H 1.5070 1.4314 -1.2713 -0.69 -0.61 -1.40
H 1.6394 -2.2913 -1.2150 -0.38 1.73 -1.35
H 2.4501 -0.8281 -2.0562 -1.55 -0.30 0.85
H 0.7514 -1.3202 -2.5364 -0.07 -0.59 -0.56
```
Positions in Å, forces in eV/Å.



[3]
One molecule with the formula C29H33N3O3S at a distorted geometry, computed with ωB97M-V with the def2-TZVPD basis set.

The gap between HOMO and LUMO is 0.319 Eh.

```
69
Properties=species:S:1:pos:R:3:forces:R:3
C -7.6197 -0.1696 -0.5017 -0.06 -0.04 -0.08
C -6.1938 0.0080 -0.9280 0.85 0.33 0.17
C -5.5945 1.2683 -0.8408 -0.16 0.05 -0.14
C -4.2466 1.4808 -1.1292 -0.49 -0.04 -0.02
C -3.6572 2.8430 -0.8846 -0.03 0.42 0.35
C -3.4909 0.4047 -1.5948 -0.61 -0.20 0.55
N -2.1399 0.6451 -1.9342 0.71 -1.34 -0.29
C -1.0159 0.2003 -1.3066 2.45 1.41 -0.82
N 0.0462 0.7361 -1.9275 -0.94 0.48 -1.48
C 1.3957 0.4212 -1.6577 0.11 -0.06 0.50
C 1.7310 -0.9318 -1.5061 0.49 0.50 -0.24
C 0.7642 -2.0387 -1.7581 -0.39 -0.32 0.01
C 3.0181 -1.2396 -1.0948 0.04 0.36 -0.29
C 3.9610 -0.2437 -0.8545 -0.52 0.48 0.30
C 5.3038 -0.5767 -0.2814 0.20 -0.07 -0.12
C 3.5841 1.0946 -1.0247 -0.11 -0.28 -0.22
C 2.2914 1.4642 -1.4023 0.30 -0.68 0.13
C 1.9369 2.9286 -1.4207 0.22 0.40 0.29
C -0.3514 1.6506 -3.0559 1.40 0.01 0.54
C -1.8364 1.5417 -3.0542 -0.62 0.13 -0.07
C -4.0513 -0.8745 -1.6894 -0.11 0.25 0.00
C -3.2543 -2.0561 -2.1465 0.10 -0.43 -0.08
C -5.3870 -1.0584 -1.3301 -0.32 0.15 -0.07
H -7.9160 -1.2091 -0.6626 -0.19 0.17 0.10
H -7.7395 0.0857 0.5617 0.00 -0.15 -0.30
H -8.2728 0.4952 -1.0809 0.02 -0.21 0.13
H -6.2066 2.1270 -0.5383 0.26 -0.32 0.04
H -2.5813 2.7936 -0.6717 -0.28 -0.01 -0.13
H -3.8529 3.5455 -1.7122 0.15 -0.26 0.16
H -4.1280 3.2886 0.0045 0.13 -0.18 -0.25
H 0.9441 -2.8281 -1.0269 -0.04 -0.06 -0.17
H -0.2718 -1.7202 -1.6145 0.35 -0.39 -0.16
H 0.8598 -2.4401 -2.7739 0.08 0.01 0.12
H 3.2687 -2.2841 -0.9677 0.13 -0.06 0.14
H 5.8568 0.3542 -0.1047 0.05 -0.38 0.06
H 5.2000 -1.1383 0.6613 0.06 0.27 -0.27
H 5.8596 -1.2066 -0.9851 0.10 0.11 0.18
H 4.2982 1.8940 -0.8509 0.06 -0.14 0.16
H 2.6056 3.4469 -0.7185 -0.11 -0.09 -0.29
H 2.0929 3.3825 -2.4149 -0.18 -0.14 0.34
H 0.9211 3.1488 -1.0605 0.25 -0.22 -0.21
H 0.0345 2.6379 -2.7890 -0.31 -0.13 -0.36
H 0.0442 1.3867 -4.0533 0.27 -0.26 0.73
H -2.1475 1.2023 -4.0467 -0.50 -0.39 0.39
H -2.3295 2.4858 -2.8461 0.00 0.13 -0.22
H -3.9399 -2.9078 -2.2706 0.38 0.18 0.04
H -2.7611 -1.8796 -3.1127 -0.05 0.02 0.24
H -2.4815 -2.3354 -1.4126 -0.23 0.05 -0.22
H -5.8259 -2.0607 -1.3920 0.22 0.33 0.03
C 5.7714 -0.4324 5.1358 0.22 0.03 0.26
C 4.4222 -0.7406 4.5731 -0.46 -0.01 -0.34
C 4.2053 -1.9361 3.8774 -0.52 0.06 -0.09
C 2.9658 -2.1989 3.2772 -0.03 0.02 -0.03
C 1.9236 -1.2619 3.3664 0.51 0.55 -0.44
S 0.3098 -1.5756 2.5606 -1.27 1.48 -0.34
N 0.2191 -0.7287 0.8554 0.72 -1.31 1.32
C -0.7698 -0.1236 0.2861 -3.39 -0.08 -0.06
O -1.8732 0.4413 0.5051 0.93 -0.12 3.06
O 0.3248 -2.9969 2.3095 -0.14 0.74 -0.49
O -0.6658 -1.0054 3.4842 0.86 -0.50 -1.22
C 2.1120 -0.1050 4.1350 -0.02 0.00 -0.04
C 3.3557 0.1550 4.7288 -0.22 -0.28 -0.18
H 5.7707 0.5426 5.6165 0.07 0.07 0.03
H 6.0554 -1.1705 5.8845 0.02 -0.07 0.09
H 6.5579 -0.4414 4.3772 -0.15 0.02 -0.06
H 5.0157 -2.6729 3.8166 -0.38 0.28 -0.06
H 2.7962 -3.1535 2.7786 0.01 0.35 -0.03
H 1.2789 0.5803 4.3019 0.23 -0.19 -0.22
H 3.4996 1.0616 5.3323 -0.12 -0.41 -0.35
```
Positions in Å, forces in eV/Å.



[4]
One molecule with the formula C24H31N7O at a distorted geometry, computed with ωB97M-V with the def2-TZVPD basis set.

The gap between HOMO and LUMO is 0.314 Eh. For the energy above the lowest of the compared OMol25 structures with the same formula, charge and spin, the calculation gives 0.0 kJ/mol.

```
63
Properties=species:S:1:pos:R:3:forces:R:3
C -7.5469 -0.7991 -1.2372 0.01 -0.01 0.01
C -6.3549 -0.1860 -0.5732 0.08 0.25 0.14
N -6.5318 0.9910 -0.0089 -0.80 -0.13 -0.28
C -5.4800 1.5377 0.5676 0.79 -0.16 0.09
N -5.3927 2.7018 1.1855 -0.56 0.29 0.01
C -4.1194 2.7667 1.5751 -0.06 -0.43 -0.24
N -3.3697 1.7336 1.2564 0.96 0.26 0.54
N -4.2177 0.9161 0.6020 -1.06 0.65 -0.01
C -4.0056 -0.3077 0.0466 -0.05 -0.58 -0.26
N -2.8152 -0.9345 0.1209 -0.29 0.18 0.13
C -2.6682 -2.2706 -0.4305 -0.12 -0.38 -0.20
H -2.6888 -2.2307 -1.5294 -0.11 -0.03 0.04
C -1.3744 -2.9209 0.0407 -0.04 0.07 0.01
H -1.3883 -3.0053 1.1291 -0.01 -0.04 -0.10
H -1.3232 -3.9318 -0.3660 -0.06 -0.01 0.05
C -0.1248 -2.1257 -0.3638 -0.04 -0.13 0.15
C 0.9533 -2.3302 0.7041 -0.22 -0.04 -0.42
O 0.6634 -2.6129 1.8534 -0.17 -0.01 0.37
N 2.2396 -2.1730 0.3202 0.41 0.03 0.14
C 2.6928 -1.7701 -0.9947 0.03 0.03 -0.32
H 1.9759 -1.0732 -1.4298 0.02 -0.06 -0.01
C 4.0597 -1.0576 -0.8756 -0.19 -0.10 -0.09
N 4.1557 -0.2995 0.3510 0.04 0.05 0.11
C 3.3405 0.8576 0.4192 -0.04 0.21 0.03
C 2.1923 0.9175 1.2050 0.05 0.00 0.07
C 1.4215 2.0650 1.2337 0.02 -0.01 0.03
C 1.7806 3.1563 0.4670 -0.01 0.00 0.00
C 2.9377 3.1302 -0.3003 -0.15 -0.02 0.03
C 3.7383 1.9870 -0.3102 -0.03 -0.07 -0.01
C 5.0357 1.9892 -1.0640 -0.05 0.02 0.05
H 5.6640 1.1679 -0.7312 0.06 -0.02 -0.04
H 5.5659 2.9235 -0.8912 0.07 0.06 -0.06
H 4.8725 1.8983 -2.1388 0.07 0.00 -0.11
C 3.3273 4.3393 -1.0972 0.00 -0.03 0.05
H 4.2297 4.7940 -0.6882 0.08 0.08 -0.04
H 2.5336 5.0815 -1.0750 -0.02 0.06 -0.02
H 3.5284 4.0745 -2.1341 0.05 0.06 -0.09
H 1.1642 4.0431 0.4736 -0.05 0.11 -0.01
H 0.5289 2.0962 1.8405 -0.10 0.00 0.07
H 1.8865 0.0669 1.7949 -0.02 -0.12 0.05
C 4.1763 -1.1944 1.4926 0.14 -0.19 0.11
C 3.2998 -2.4453 1.2721 0.05 -0.02 0.25
H 2.8300 -2.7647 2.2027 0.14 -0.03 -0.13
H 3.9072 -3.2705 0.8831 -0.02 0.02 0.06
H 5.2150 -1.5161 1.6437 -0.11 -0.02 0.11
H 3.8679 -0.6446 2.3807 0.03 -0.05 -0.04
H 4.8736 -1.7884 -0.8776 -0.01 0.03 -0.09
H 4.1862 -0.3999 -1.7347 0.07 -0.08 -0.03
H 2.7847 -2.6424 -1.6575 -0.02 0.12 -0.06
H 0.2464 -2.4803 -1.3280 0.00 0.04 0.04
C -0.4798 -0.6293 -0.4478 0.00 -0.02 0.10
H 0.3870 -0.0048 -0.2286 -0.04 0.00 -0.10
C -1.5809 -0.3092 0.5564 0.66 0.46 -0.01
H -1.7315 0.7654 0.6404 0.16 -0.37 -0.01
H -1.2957 -0.6907 1.5430 -0.01 0.10 0.00
H -0.8281 -0.3814 -1.4534 0.02 0.04 -0.01
H -3.5063 -2.8896 -0.0963 0.04 0.05 -0.11
C -5.1293 -0.8573 -0.5741 0.23 -0.06 0.03
H -5.0658 -1.8082 -1.0716 0.10 -0.08 -0.02
H -3.7183 3.6032 2.1118 0.18 0.15 0.13
H -7.3412 -0.9825 -2.2902 -0.02 -0.05 -0.09
H -7.7915 -1.7506 -0.7683 -0.04 -0.09 -0.01
H -8.3921 -0.1247 -1.1456 -0.04 0.01 -0.01
```
Positions in Å, forces in eV/Å.



[5]
C20H13F5INO3ScSe as an isolated structure at a distorted geometry, computed with ωB97M-V with the def2-TZVPD basis set.

The charge is +1. The gap between HOMO and LUMO is 0.253 Eh.

```
45
Properties=species:S:1:pos:R:3:forces:R:3
Sc -0.4421 0.5585 0.0856 0.86 0.93 -0.72
C -2.5840 -5.8544 -1.1440 -0.04 0.06 0.25
O -2.6942 -5.6126 0.2669 0.04 0.02 -0.11
C -2.3852 -4.4055 0.7330 -0.06 -0.18 -0.26
C -2.5551 -4.2412 2.1302 0.04 0.09 -0.06
C -2.2756 -3.0349 2.6812 0.03 0.02 0.02
C -1.8124 -1.9342 1.9002 -0.12 -0.25 0.37
C -1.5784 -0.6890 2.5241 -0.02 0.16 -0.20
C -1.7587 -0.4849 3.9941 -0.10 -0.06 0.05
O -1.2023 0.3349 1.8566 -0.27 -0.33 1.14
C -1.6465 -2.1349 0.5015 0.16 0.40 -0.35
O -1.2017 -1.1612 -0.2780 -0.39 -0.72 -0.05
C -1.9355 -3.3657 -0.0723 -0.08 -0.14 0.19
H -2.8918 -6.8832 -1.2876 0.00 -0.02 -0.01
H -1.5538 -5.7215 -1.4726 0.02 -0.02 -0.02
H -3.2471 -5.1864 -1.6926 -0.01 0.00 -0.03
H -2.9139 -5.0763 2.7148 0.02 0.01 -0.03
H -2.4118 -2.9022 3.7457 0.00 -0.02 -0.02
H -2.7832 -0.7187 4.2872 0.01 0.04 0.01
H -1.5344 0.5440 4.2527 0.01 0.05 -0.03
H -1.1048 -1.1528 4.5573 0.02 0.01 -0.02
H -1.8011 -3.4709 -1.1366 0.00 -0.01 -0.02
I 1.9370 -1.2864 1.2689 0.02 -0.09 0.25
C 2.5058 -0.3620 -0.5015 0.15 0.04 -0.17
C 3.8012 -0.4467 -0.9751 -0.04 0.01 -0.04
C 4.0885 0.2253 -2.1522 0.11 -0.01 -0.04
C 3.0954 0.9560 -2.7887 0.02 0.03 -0.07
C 1.8400 0.9947 -2.2260 -0.06 -0.11 0.07
N 1.5429 0.3287 -1.0987 -0.15 0.02 0.02
H 4.5514 -1.0126 -0.4423 -0.01 0.01 -0.02
H 5.0879 0.1834 -2.5670 -0.03 0.01 0.02
H 3.2893 1.4996 -3.7023 0.03 -0.02 0.02
H 1.0403 1.5731 -2.6688 -0.02 0.02 0.00
F -3.8312 5.1256 -3.5627 -0.03 -0.03 -0.01
C -2.9423 4.6833 -2.6852 -0.12 0.09 -0.10
C -2.1353 5.5753 -2.0007 0.02 0.07 0.01
F -2.2718 6.8734 -2.2274 0.02 0.01 0.00
C -1.1960 5.1247 -1.0878 0.03 0.37 0.01
F -0.4629 6.0485 -0.4734 0.08 -0.14 0.07
C -1.0223 3.7759 -0.8145 0.22 0.02 0.22
Se 0.2554 3.1211 0.4515 -0.20 0.17 -0.17
C -1.8617 2.9522 -1.5187 -0.10 -0.48 -0.13
F -1.7599 1.5703 -1.3093 -0.04 -0.10 -0.03
C -2.8100 3.3312 -2.4406 -0.02 0.13 -0.02
F -3.5668 2.4418 -3.0712 0.01 -0.07 0.01
```
Positions in Å, forces in eV/Å.



[6]
A 8-piece molecular cluster, C41H50BN8O3P overall at a distorted geometry, computed with ωB97M-V with the def2-TZVPD basis set.

The gap between HOMO and LUMO is 0.307 Eh.

```
104
Properties=species:S:1:pos:R:3:forces:R:3
C 3.9885 -1.0874 1.3249 0.58 -0.34 -1.04
N 3.0892 -0.7369 0.2174 -1.04 0.20 0.51
C 2.1388 -1.8072 -0.0957 0.59 0.19 0.25
B 2.4989 0.5690 0.3475 0.26 0.46 -0.56
O 3.2814 1.6918 0.1414 -0.14 0.02 -0.25
P 0.6259 0.8185 0.7817 -1.07 -0.44 0.97
C 0.4929 2.4135 1.7232 0.77 -0.37 -0.90
C -0.2634 1.0471 -0.8553 0.52 -0.11 0.24
C -1.2128 -0.1406 -1.0025 0.30 0.55 0.46
C -2.4107 0.0997 -0.1257 1.20 -1.55 -0.07
O -3.1410 1.0084 -0.2690 -1.60 2.06 -0.38
O -2.6462 -0.8045 0.8264 0.21 -0.49 0.63
H 3.5672 -1.8980 1.9097 -0.24 0.06 0.39
H 4.9249 -1.4617 0.9189 0.31 -0.12 0.00
H 4.2407 -0.2369 1.9406 -0.11 0.25 0.24
H 2.6947 -2.7249 -0.2282 0.10 -0.38 -0.20
H 1.4078 -1.9688 0.6970 -0.18 -0.01 0.12
H 1.6354 -1.5659 -1.0211 -0.25 -0.07 -0.27
H 3.6905 1.5516 -0.7316 0.52 -0.07 0.34
H -0.4997 2.8145 1.5896 -0.31 0.12 0.05
H 0.6832 2.1962 2.7627 -0.07 -0.02 0.35
H 1.2422 3.1129 1.3734 0.03 0.40 -0.02
H -0.8254 1.9720 -0.8684 -0.03 0.30 0.05
H 0.4650 1.0803 -1.6551 0.05 0.01 -0.35
H -1.5529 -0.2830 -2.0160 -0.06 -0.13 -0.34
H -0.6820 -1.0045 -0.6429 0.08 -0.67 -0.32
H -1.8244 -1.2931 0.9910 -0.22 -0.13 0.07
N -1.0061 -2.6726 -3.1262 0.04 -0.13 -0.09
C -0.0476 -3.1860 -3.8959 0.03 0.10 0.05
C -0.1709 -4.3834 -4.5826 -0.01 0.00 0.01
C -1.3557 -5.0907 -4.4609 -0.01 -0.07 -0.04
C -2.3632 -4.5740 -3.6638 0.02 -0.01 -0.01
C -2.1386 -3.3658 -3.0224 -0.02 0.13 0.09
H 0.8638 -2.6001 -3.9608 0.02 -0.04 -0.05
H 0.6403 -4.7509 -5.1960 0.01 0.02 0.01
H -1.4918 -6.0308 -4.9801 0.00 0.00 0.00
H -3.3030 -5.0942 -3.5411 -0.01 0.02 0.01
H -2.9017 -2.9229 -2.3901 -0.03 -0.05 -0.01
N 4.2830 3.2324 5.9887 -0.01 0.00 -0.10
C 4.8396 4.1516 5.2023 0.01 0.04 0.10
C 4.8848 4.0569 3.8189 0.00 -0.05 0.05
C 4.3219 2.9434 3.2171 0.02 0.00 -0.18
C 3.7410 1.9760 4.0210 -0.02 0.07 0.01
C 3.7503 2.1670 5.3940 -0.20 0.04 0.12
H 5.2690 5.0056 5.7149 0.01 0.02 -0.05
H 5.3477 4.8368 3.2301 0.01 0.01 0.02
H 4.3325 2.8303 2.1392 -0.04 -0.02 0.01
H 3.2888 1.0895 3.5948 -0.04 -0.01 0.03
H 3.3040 1.4357 6.0600 0.01 -0.04 -0.05
N 4.3025 0.4679 -3.0245 0.05 0.19 0.06
C 4.4562 -0.7999 -3.3997 -0.13 -0.06 0.16
C 5.2542 -1.1950 -4.4616 0.00 0.04 -0.02
C 5.9280 -0.2182 -5.1761 0.04 -0.02 -0.06
C 5.7793 1.1065 -4.8011 0.00 -0.03 0.00
C 4.9596 1.3949 -3.7215 -0.07 0.03 0.07
H 3.9086 -1.5295 -2.8120 0.04 -0.03 0.00
H 5.3443 -2.2409 -4.7205 -0.02 -0.01 0.02
H 6.5604 -0.4857 -6.0130 0.00 0.00 0.00
H 6.2871 1.8996 -5.3320 -0.01 0.02 0.02
H 4.8170 2.4184 -3.3917 0.03 0.02 -0.06
N 7.5875 0.1811 6.4019 0.00 -0.08 -0.10
C 6.6942 0.5176 5.4713 0.18 -0.04 0.10
C 6.5233 -0.1831 4.2862 0.06 -0.05 0.04
C 7.3219 -1.2904 4.0534 -0.02 -0.04 -0.07
C 8.2547 -1.6537 5.0101 -0.01 0.00 -0.01
C 8.3449 -0.8872 6.1620 0.01 0.06 0.11
H 6.0993 1.3902 5.6963 -0.04 0.06 -0.04
H 5.7845 0.1341 3.5658 -0.02 0.05 -0.01
H 7.2189 -1.8621 3.1390 0.00 0.01 0.00
H 8.8986 -2.5109 4.8683 0.01 0.00 0.02
H 9.0598 -1.1364 6.9391 0.02 -0.04 -0.04
N -7.6916 2.8084 -2.3203 0.08 0.00 0.15
C -6.4852 2.3357 -2.0048 -0.09 0.00 -0.11
C -5.8363 2.6019 -0.8089 0.10 0.02 0.01
C -6.4797 3.4113 0.1127 -0.02 0.03 0.03
C -7.7337 3.9151 -0.1952 0.04 -0.01 0.01
C -8.2926 3.5834 -1.4189 -0.10 -0.01 -0.11
H -6.0188 1.7090 -2.7583 0.05 -0.01 0.04
H -4.8569 2.1854 -0.6086 -0.16 0.03 -0.03
H -6.0096 3.6457 1.0596 0.00 -0.01 0.00
H -8.2682 4.5509 0.4975 -0.02 0.00 -0.02
H -9.2732 3.9534 -1.6997 0.00 0.03 0.05
N -10.1827 0.7548 -7.5887 0.03 0.02 0.06
C -8.9781 0.2829 -7.2739 -0.01 -0.04 -0.09
C -8.3329 0.5543 -6.0768 -0.09 0.02 -0.05
C -8.9716 1.3654 -5.1522 0.13 -0.05 0.15
C -10.2246 1.8665 -5.4641 0.01 -0.04 -0.07
C -10.7829 1.5314 -6.6884 -0.07 0.00 -0.08
H -8.5122 -0.3452 -8.0264 0.04 -0.01 0.04
H -7.3540 0.1403 -5.8752 0.00 -0.01 -0.02
H -8.5031 1.6059 -4.2046 -0.04 0.07 -0.04
H -10.7586 2.5040 -4.7726 -0.01 0.00 -0.01
H -11.7636 1.9001 -6.9710 0.00 0.03 0.05
N -0.9830 -3.1467 3.6256 -0.05 0.03 0.04
C -1.6562 -4.1383 4.2066 0.03 -0.04 -0.11
C -2.2384 -4.0411 5.4608 0.02 0.02 0.00
C -2.1133 -2.8476 6.1528 -0.04 0.01 0.07
C -1.4162 -1.8052 5.5657 -0.01 -0.04 0.01
C -0.8741 -2.0066 4.3060 0.12 0.07 -0.17
H -1.7280 -5.0547 3.6308 -0.04 -0.02 0.04
H -2.7759 -4.8792 5.8826 0.01 -0.01 -0.02
H -2.5535 -2.7316 7.1351 0.00 0.00 -0.01
H -1.2953 -0.8568 6.0707 0.01 0.01 -0.02
H -0.3214 -1.2186 3.8032 -0.03 0.05 0.05
```
Positions in Å, forces in eV/Å.



no.,DFT total energy (Eh)
1,-381.5201
2,-1358.3817
3,-1912.9410
4,-1391.7009
5,-5009.4929
6,-2622.3099